42
Properties=species:S:1:pos:R:3:lowdin_charge:R:1 method="wB97M-V/def2-TZVPD" lumo_ev="0.31 / -2.04" s2=2.0185 homo_energy_ev="-6.34 / -7.85" e_tot_ev=-54350.65560 spin_multiplicity=3
Pt 0.046 1.814 0.710 0.6907
Te 2.458 1.793 -0.727 1.0895
S 2.842 3.736 1.904 0.9277
F 0.033 -0.436 2.618 -0.0154
F 1.093 -0.969 0.807 -0.0852
F 2.045 0.290 2.291 -0.0168
O -1.034 4.606 0.164 0.0792
O -0.802 0.615 -1.565 -0.1257
O -2.573 -0.142 -2.698 -0.0321
N 0.567 -3.352 -0.707 0.2103
N -1.129 -2.520 -2.054 0.1019
N -2.106 0.554 0.847 0.0125
N 0.947 -1.558 -2.129 0.1994
C 4.956 2.873 0.749 -0.2443
C -1.997 0.261 -1.662 -0.6637
C 0.115 -2.470 -1.611 -0.4512
C -0.654 3.550 0.352 -0.3702
C -3.566 -1.135 -0.258 -0.1409
C -2.645 -2.361 -0.050 -0.1534
C 4.354 4.228 2.514 -0.4081
C 5.397 3.687 1.814 -0.1876
C -2.856 0.229 -0.373 -0.2785
C -2.232 -3.124 -1.317 -0.1533
C 3.584 2.800 0.666 -1.0286
C 0.848 0.128 1.660 -0.7165
H -2.709 0.960 1.551 0.0927
H -4.171 -1.279 -1.152 0.1114
H 0.494 -0.651 -2.303 0.0873
H -0.066 -4.011 -0.293 0.1080
H -1.700 -0.277 1.257 0.0401
H -3.170 -3.080 0.583 0.1126
H 1.869 -1.502 -1.728 0.0964
H -1.425 -1.739 -2.662 0.1301
H 5.613 2.348 0.071 0.0967
H 4.407 4.886 3.367 0.0682
H -1.974 -4.157 -1.069 0.1109
H 1.394 -3.124 -0.184 0.1141
H -3.624 0.994 -0.507 0.1495
H 6.435 3.869 2.050 0.1024
H -3.067 -3.170 -2.013 0.1299
H -1.737 -2.086 0.497 0.0992
H -4.255 -1.077 0.589 0.1108